30
Properties=species:S:1:pos:R:3:forces:R:3:nbo_charge:R:1 method="wB97M-V/def2-TZVPD" e_homo_ev=-10.3 homo_lumo_gap_ev=9.98
O -0.44377 -0.69477 -0.79693 10.0 -5.1 -12.4 -0.932
O 1.20123 1.72723 -1.88793 -1.6 -1.8 -1.6 -0.928
O -3.24477 1.83523 -1.42293 -2.5 1.1 -5.0 -0.959
O 0.79223 1.87723 1.49107 0.5 -3.6 -3.2 -1.023
O 3.24823 -1.72977 -1.60893 -4.8 -2.3 3.0 -0.944
O 0.06023 -0.37677 3.25307 2.4 0.6 0.8 -0.986
O -2.27677 0.43223 0.71007 -1.5 0.2 3.0 -0.995
O -2.58577 -0.84377 -2.67893 0.5 -3.0 6.9 -1.001
O 2.69023 -0.27177 0.67707 0.1 -0.7 -1.2 -0.969
O -0.70977 -2.39577 1.22007 2.4 0.1 -0.6 -1.001
H 2.11923 1.68523 -1.97493 2.3 -0.1 -0.4 0.465
H 2.16823 0.51423 0.70707 -0.5 1.2 0.3 0.495
H 0.63823 1.02123 1.94507 -0.5 1.2 0.9 0.519
H -0.77777 -0.35477 -0.14393 -5.7 6.9 11.1 0.459
H -2.92777 1.26723 -0.81693 2.0 -2.7 4.0 0.464
H -2.13177 1.25523 1.30807 -0.5 -2.3 -1.4 0.505
H 1.05223 2.29523 -1.18293 -0.7 1.7 2.2 0.476
H 0.57123 -0.29577 -0.99993 -4.4 -1.3 0.8 0.532
H -1.77477 -0.87477 -1.98293 -2.2 0.5 -2.9 0.516
H -2.41877 -0.41877 -3.43593 1.7 2.5 -4.2 0.462
H 0.12223 -2.92077 1.44907 -1.7 0.9 -0.7 0.471
H 3.02023 -0.43877 1.54207 0.4 -0.1 1.0 0.483
H 3.00323 -1.07577 -0.94093 0.1 -0.3 0.3 0.481
H -0.46477 -1.88777 0.34907 -0.4 -1.5 1.7 0.499
H -2.98777 -0.16977 1.17207 2.1 1.9 -1.1 0.509
H 3.91623 -1.37077 -2.03993 4.9 2.4 -3.3 0.449
H -3.48877 1.10523 -2.08293 0.3 1.7 0.8 0.476
H 1.01123 -0.47077 3.61807 -2.5 -0.2 -1.0 0.474
H -0.15477 -1.10377 2.64207 0.2 -0.3 -0.1 0.513
H 0.77323 2.67923 1.91307 -0.3 2.2 2.4 0.491

---

48
Properties=species:S:1:pos:R:3:forces:R:3:nbo_charge:R:1 method="wB97M-V/def2-TZVPD" e_homo_ev=-8.4 homo_lumo_gap_ev=8.93
Cl 0.07867 -1.38310 -3.74793 0.1 0.1 -0.2 0.023
S -2.94917 -4.13116 1.81315 1.2 0.8 -0.7 1.272
O -1.37318 -0.90599 0.52953 0.2 0.0 0.1 -0.410
O -2.96443 -4.86091 3.07677 -0.3 -0.7 1.1 -0.972
O -1.40585 1.43471 -2.16638 -0.3 0.1 -0.1 -0.621
O 3.75033 5.07632 1.75530 0.1 -0.3 -0.1 -0.492
N 0.33160 0.54560 -1.00910 0.2 -0.1 0.1 -0.599
C -2.01978 -3.64172 -1.23376 0.2 -0.1 0.0 -0.143
C -1.66948 -2.83907 -2.30180 0.1 0.1 -0.1 -0.241
C -3.59269 -1.11141 0.54682 0.5 -0.2 0.4 -0.317
C 3.06949 6.23533 2.17029 -0.1 0.2 0.1 -0.252
C -1.87479 -0.10702 -0.44776 -1.2 0.2 -0.2 0.160
C -2.17147 -2.46667 2.22143 -0.2 -0.5 -0.3 -0.645
C 0.20561 -3.47745 -0.36506 -0.1 -0.1 0.0 -0.192
C 2.00288 2.30645 -0.79971 0.0 0.0 -0.1 -0.088
C 3.11314 4.21039 0.91953 0.1 -0.2 -0.1 0.302
C -1.48525 -4.83535 0.88856 -0.7 0.2 0.2 -0.603
C -0.98091 0.70500 -1.29053 0.4 -0.2 0.2 0.626
C 3.29594 2.15129 -0.31517 -0.1 0.1 0.0 -0.186
C -1.08739 -3.97511 -0.25490 0.2 0.1 -0.3 -0.084
C -2.41963 -1.50915 1.12958 -0.8 0.2 -0.1 0.284
C 1.37088 1.27887 -1.70053 0.0 0.1 -0.1 -0.248
C -0.36771 -2.37074 -2.40626 0.0 -0.2 0.2 -0.030
C -3.24112 -0.20365 -0.47228 0.8 0.2 -0.1 -0.230
C 1.27403 3.41930 -0.40630 0.1 -0.1 -0.1 -0.121
C 1.81505 4.36701 0.44421 0.1 0.2 0.2 -0.321
C 3.84840 3.09016 0.53002 0.0 0.2 0.2 -0.256
C 0.57200 -2.68525 -1.43786 0.0 0.0 -0.2 -0.236
H 0.88116 1.76227 -2.55047 0.1 -0.1 0.0 0.247
H -0.68857 -4.97415 1.61739 -0.1 0.0 0.1 0.237
H 3.76576 6.77145 2.81329 -0.1 0.0 0.0 0.201
H -1.83274 -5.81397 0.55400 0.0 0.0 0.1 0.240
H 0.26685 3.54677 -0.77529 -0.1 0.0 0.0 0.214
H 0.94042 -3.72236 0.38830 0.1 0.0 0.1 0.215
H -2.67550 -2.17444 3.14331 0.0 -0.1 0.0 0.258
H 4.85349 2.98145 0.90576 0.1 0.0 0.1 0.223
H -3.03033 -4.01397 -1.15310 -0.1 0.0 0.0 0.212
H 3.88074 1.29135 -0.60928 0.1 -0.1 0.0 0.207
H -2.39735 -2.57711 -3.05291 -0.1 0.0 -0.1 0.235
H -3.89276 0.31837 -1.14123 -0.1 0.2 -0.2 0.245
H 2.16736 5.99028 2.74033 0.0 0.0 0.0 0.176
H 0.59564 -0.02957 -0.22519 -0.1 0.0 0.0 0.406
H -1.10770 -2.59299 2.40807 0.0 -0.1 0.1 0.245
H 2.80103 6.87033 1.31989 0.0 0.0 0.0 0.177
H -4.57741 -1.42985 0.82068 -0.2 -0.1 0.1 0.235
H 1.21885 5.22104 0.72418 0.0 0.1 0.0 0.219
H 2.12395 0.57610 -2.07029 -0.1 0.1 0.0 0.200
H 1.58195 -2.31769 -1.52729 0.1 0.1 0.0 0.227

---

21
Properties=species:S:1:pos:R:3:forces:R:3:nbo_charge:R:1 method="wB97M-V/def2-TZVPD" e_homo_ev=-10.0 homo_lumo_gap_ev=10.44
O 2.19339 0.08021 0.17756 -1.0 0.8 -0.2 -0.563
O -1.71594 2.32573 -0.43692 0.2 -0.4 0.2 -0.540
N 0.43130 1.56512 -0.08413 0.4 -2.1 0.4 -0.473
N -3.52062 -1.12361 -0.24449 -2.3 -1.0 -0.4 -0.340
N -1.27662 -0.09744 -0.01681 0.2 4.2 -0.4 -0.555
C 1.21453 2.79351 -0.03148 2.8 -2.7 1.7 -0.412
C 0.10567 -1.67882 1.39268 0.6 1.8 0.7 -0.627
C -0.00936 -0.83393 0.09303 -1.1 -1.5 -1.4 0.065
C -0.92097 1.47016 -0.21268 -1.8 -2.3 0.1 0.850
C 1.00269 0.30492 0.05430 1.6 -1.1 0.4 0.685
C -2.53662 -0.55860 -0.23476 3.9 1.0 0.9 0.427
C 0.05405 -1.80114 -1.21973 0.7 0.5 3.8 -0.588
H 0.52232 3.47929 -0.35190 -1.1 2.6 0.0 0.236
H -0.14229 -2.71459 1.19705 -0.4 -0.1 0.1 0.225
H 2.03942 2.69347 -0.73469 -0.2 0.1 -0.4 0.226
H -0.78155 -2.51080 -1.05340 0.6 0.3 -0.5 0.227
H 1.05344 -2.26756 -1.14067 -0.6 0.0 -0.7 0.231
H -0.10888 -1.11624 -1.99497 0.0 0.3 -1.7 0.212
H 1.83712 2.82147 0.97364 -2.0 0.6 -1.6 0.234
H 1.19566 -1.68501 1.77538 -1.8 0.3 -0.5 0.247
H -0.63674 -1.14614 2.09297 1.4 -1.3 -0.5 0.233

---

46
Properties=species:S:1:pos:R:3:forces:R:3:nbo_charge:R:1 method="wB97M-V/def2-TZVPD" multiplicity=2 total_charge=+1 e_homo_ev="-10.8 / -10.8" homo_lumo_gap_ev="4.88 / 5.18" s_squared=1.03
Pd -0.64950 -0.45106 0.06570 0.3 -0.6 0.3 0.782
Cl 0.39300 1.92384 0.52710 -0.5 0.1 0.1 0.101
Cl 4.30950 -1.68776 -0.24740 0.1 -0.2 0.0 0.083
S -2.64670 0.81824 -0.48650 1.1 -1.3 -0.1 0.016
S -0.54910 -1.10946 2.50060 0.3 0.2 -1.6 0.047
S -1.97810 -2.60186 -0.17230 0.3 1.8 0.9 0.469
O -0.54080 -0.76746 -2.32030 -0.9 -0.5 1.0 -0.587
N 0.47340 -0.06276 -2.68150 1.0 0.7 -0.6 0.061
N 1.50690 -0.69916 -0.04720 -1.6 -1.9 -0.3 -0.479
C 2.77990 0.10684 -3.18190 0.1 0.4 -0.2 -0.223
C -2.61390 0.64174 3.42580 -0.4 0.7 0.1 -0.393
C -2.55830 -2.83086 1.57010 -0.1 0.1 -0.2 -0.532
C 1.43560 2.07264 -3.04590 0.1 -0.2 0.0 -0.215
C 2.07180 1.53854 0.57110 0.6 -0.3 0.1 0.060
C 2.68040 1.48954 -3.24330 -0.1 -0.2 0.1 -0.170
C -3.45210 -1.83766 -0.94890 -0.2 0.1 -0.1 -0.532
C 2.40130 0.17124 0.22940 0.1 1.3 0.6 -0.040
C -2.81250 1.56974 2.50110 -0.4 0.0 0.6 -0.394
C 0.34710 1.27624 -2.78000 -0.1 0.4 -0.1 -0.002
C -3.88760 -0.49956 -0.37890 0.2 0.0 0.3 -0.560
C -1.42910 -2.69916 2.57490 0.6 0.1 -0.7 -0.566
C 1.66260 -0.65006 -2.91430 0.1 -0.3 0.2 0.034
C 4.36280 2.11144 0.93070 -0.2 -0.1 -0.1 -0.135
C 3.82020 -0.12266 0.21740 -0.2 0.2 -0.1 0.002
C 4.75120 0.82854 0.56860 0.1 -0.2 -0.1 -0.242
C 3.01420 2.46854 0.91340 -0.4 0.2 0.0 -0.273
H 2.70870 3.47184 1.16400 0.0 0.1 0.0 0.242
H -0.64940 1.66694 -2.61390 0.1 -0.2 0.0 0.249
H -1.80170 0.70884 4.13020 0.2 0.0 0.0 0.202
H -4.74950 -0.14016 -0.94550 -0.1 -0.1 0.0 0.258
H 1.30330 3.14154 -3.09170 0.0 0.1 0.0 0.243
H -2.99660 -3.82986 1.62860 0.0 0.1 -0.1 0.248
H -0.68180 -3.48286 2.43390 -0.2 -0.1 0.1 0.234
H 5.10320 2.84144 1.21690 0.1 0.0 0.0 0.238
H -4.27000 -2.55566 -0.85820 0.1 -0.1 -0.1 0.244
H -4.17620 -0.57746 0.67260 -0.1 -0.1 -0.1 0.217
H -3.67770 1.57794 1.86130 -0.1 -0.1 0.0 0.190
H -3.16380 -1.74086 -1.99820 0.0 0.0 0.1 0.266
H 1.67940 -1.72686 -2.83390 -0.1 0.1 0.1 0.253
H -3.29470 -0.18096 3.57060 -0.2 -0.1 0.0 0.182
H -2.13660 2.39834 2.38120 0.2 0.2 0.0 0.192
H 3.54490 2.09754 -3.45060 0.1 0.1 0.0 0.239
H 3.72490 -0.38906 -3.33250 0.1 -0.1 0.0 0.248
H -1.82970 -2.76366 3.59050 0.1 0.0 0.0 0.261
H -3.32660 -2.08436 1.77040 0.1 0.0 -0.1 0.233
H 5.79770 0.56964 0.55690 0.1 -0.1 0.0 0.247

---

62
Properties=species:S:1:pos:R:3:forces:R:3:nbo_charge:R:1 method="wB97M-V/def2-TZVPD" multiplicity=5 total_charge=+2 e_homo_ev="-12.4 / -14.9" homo_lumo_gap_ev="6.51 / 5.37" s_squared=6.02
Ir 0.53097 0.16127 -1.29118 0.1 0.3 1.1 1.059
S 0.90068 0.58292 1.78875 -0.4 -0.6 0.6 1.112
N -0.18305 0.66015 0.55870 -0.9 0.5 0.1 -1.089
C -0.63467 -1.25057 3.20324 0.0 0.0 -0.2 -0.216
C 1.60749 -1.98582 2.56398 -0.3 0.7 -0.2 -0.204
C 0.66447 4.09429 -2.96118 0.1 0.2 -0.3 -0.598
C -0.36372 2.49312 5.16634 0.1 0.3 -0.3 -0.189
C -0.48071 -0.69643 -3.10657 0.1 -0.3 -0.9 0.009
C 0.05710 2.93114 -2.22526 -0.5 -0.5 0.3 -0.428
C 0.11910 -3.48739 3.73880 0.0 0.2 0.0 -0.105
C 1.55142 -3.03807 -0.95955 0.2 0.0 0.2 -0.648
C 0.58922 -1.01253 2.57906 0.4 0.0 0.4 -0.265
C -1.44384 -1.10840 -2.12896 -0.9 -0.8 0.8 0.005
C 2.02958 -1.28945 -3.59734 0.1 0.3 0.3 -0.642
C -0.83856 3.93138 3.24659 0.3 -0.3 0.2 -0.182
C -2.89806 -0.76467 -2.11999 -0.2 0.2 0.0 -0.666
C 1.07038 1.78606 -2.15593 0.3 2.3 -1.0 -0.552
C -0.80064 -1.96378 -1.19545 -1.6 -0.2 -0.3 0.099
C 0.57889 -2.08855 -1.57271 1.4 -0.6 -1.2 -0.041
C -0.93672 3.65670 4.62424 0.2 0.0 -0.2 -0.158
C -0.20269 3.00775 2.40689 -0.3 -0.2 0.0 -0.234
C 0.78645 -1.30520 -2.77140 -0.5 -2.6 -0.7 -0.052
C 1.34740 -3.22717 3.13920 0.3 0.1 -0.1 -0.221
C -0.86665 -2.50403 3.76757 -0.1 0.4 0.0 -0.204
C -1.43841 -2.76757 -0.12536 -0.3 0.2 0.2 -0.679
C 0.24046 1.77787 2.92339 -0.1 1.0 1.0 -0.196
C 0.25769 1.57318 4.31276 -0.3 -0.3 -0.1 -0.221
C -0.76304 0.10427 -4.34590 -0.1 0.2 0.3 -0.658
H -1.81490 -2.67946 4.26186 0.1 -0.1 0.0 0.244
H -3.27704 -0.63736 -1.09459 0.1 0.0 -0.4 0.243
H -3.09680 0.14438 -2.69997 0.0 -0.2 0.3 0.243
H 1.80999 2.09049 -1.42189 0.8 0.2 0.0 0.262
H -0.39760 2.30909 6.25178 0.1 0.1 -0.7 0.252
H -1.47374 -3.82969 -0.40559 0.1 0.2 -0.1 0.274
H 1.96828 -1.89771 -4.51156 -0.2 0.1 0.3 0.277
H 1.67412 -0.12294 -0.20541 1.2 -0.3 -0.2 -0.066
H 1.55539 1.50719 -3.13080 -0.3 0.4 0.8 0.239
H -0.90922 -2.70441 0.82727 0.2 0.0 -0.1 0.254
H -1.41245 4.39121 5.28242 0.1 -0.4 -0.3 0.247
H 1.49566 4.51590 -2.39213 -0.1 0.1 -0.1 0.222
H 2.13277 -3.97656 3.14171 -0.1 0.0 0.0 0.247
H 1.66242 -2.82084 0.10984 0.0 -0.1 -0.2 0.241
H -2.46370 -2.45404 0.05987 0.0 0.0 -0.1 0.247
H 2.85905 -1.65450 -2.98531 0.0 0.2 -0.3 0.247
H -0.06075 0.94550 -4.32230 -0.3 0.0 -0.5 0.236
H -1.15840 0.82390 0.79304 0.0 -0.1 0.5 0.408
H 2.21906 -0.25264 -3.88428 0.3 -0.2 -0.3 0.232
H -0.90997 2.65044 -2.65667 0.2 -0.2 -0.3 0.214
H 1.04041 3.74586 -3.91433 0.2 0.1 -0.3 0.210
H -0.06153 -4.43900 4.22570 0.0 0.0 -0.1 0.239
H -0.63690 -0.44205 -5.30233 0.1 0.0 0.7 0.277
H -1.79756 0.47818 -4.31446 0.5 0.0 -0.1 0.247
H -0.09665 4.83991 -3.16728 0.1 0.3 0.1 0.242
H -1.37445 -0.44471 3.25698 0.1 -0.4 0.0 0.241
H 1.24200 -4.09218 -1.03288 -0.1 0.4 -0.1 0.262
H 0.72060 0.67426 4.71679 -0.2 0.2 0.0 0.239
H -1.23545 4.86699 2.82054 0.3 -0.6 0.3 0.246
H 2.52700 -2.95728 -1.44323 -0.1 0.0 0.2 0.244
H -0.20668 3.23467 -1.21457 0.1 0.0 0.3 0.214
H -3.50830 -1.56017 -2.57595 0.3 0.1 0.1 0.272
H 2.57909 -1.73783 2.12116 -0.3 -0.2 0.2 0.243
H -0.07436 3.21495 1.34377 -0.2 0.0 0.3 0.224

---

10
Properties=species:S:1:pos:R:3:forces:R:3:nbo_charge:R:1 method="wB97M-V/def2-TZVPD" e_homo_ev=-9.1 homo_lumo_gap_ev=8.85
I 2.53217 0.48849 -0.18332 -0.4 -0.7 -0.1 0.115
S 0.12859 -2.01495 -0.03306 -0.4 0.7 0.7 0.075
C -0.33819 0.74800 -0.01727 -1.6 -0.6 1.4 -0.281
C -1.14718 0.71356 1.06035 1.2 3.9 -2.1 -0.377
C 0.50433 -0.35114 -0.50327 0.0 0.8 -4.7 -0.485
H -0.25760 1.58745 -0.66377 0.0 0.9 0.0 0.221
H -1.20173 -0.03211 1.71142 -0.1 -3.7 2.2 0.186
H 1.02344 -2.56714 -0.81169 0.6 -0.4 -0.5 0.132
H -1.56126 1.61254 1.54987 -0.1 -0.2 -1.1 0.208
H 0.31742 -0.18471 -2.10926 0.7 -0.6 4.3 0.206